Formula: C29H26Cl2N
Source: the OMol25 dataset
Level of theory: ωB97M-V with the def2-TZVPD basis set

Computed properties:
Gap between HOMO and LUMO   0.16443 Ha
Maximum force   0.0417 Eh/bohr
Energy   -57020.9178 eV
Lowest unoccupied orbital energy   -5.32 eV
Spin multiplicity   1
HOMO level   -9.80 eV
Total charge   +1

```
58
Properties=species:S:1:pos:R:3:forces:R:3:nbo_charge:R:1
Cl 3.158 -5.898 2.644 0.09 -0.09 -0.03 0.0870
C 2.147 -4.525 2.732 -0.57 0.77 0.09 0.0255
C 2.405 -3.530 3.692 -0.30 0.11 -0.22 -0.2430
C 1.568 -2.423 3.768 -0.24 -0.07 -0.33 -0.1337
C 0.450 -2.283 2.895 0.30 -0.76 0.17 -0.0811
C -0.399 -1.136 2.983 -0.29 0.64 -0.26 0.0349
C -1.639 -0.952 2.371 -0.14 -0.41 0.46 -0.3186
C -2.118 0.334 2.093 0.25 -0.11 -0.12 0.0914
C -3.055 0.669 1.059 -0.71 0.07 -0.03 -0.1632
C -3.212 2.017 0.630 0.18 -0.51 -0.12 -0.1043
C -3.873 2.308 -0.557 -0.14 -0.24 0.20 -0.2431
C -4.482 1.268 -1.279 0.49 -0.11 0.63 0.0154
Cl -5.173 1.591 -2.809 -0.12 0.03 0.02 0.0878
C -4.514 -0.037 -0.761 0.16 0.02 0.46 -0.2258
C -3.817 -0.332 0.407 -0.02 0.31 -0.43 -0.1151
C 0.232 -3.288 1.920 0.15 -0.11 0.32 -0.1403
C 1.067 -4.399 1.843 -0.10 0.28 0.11 -0.2407
H 3.262 -3.631 4.353 -0.21 0.01 -0.10 0.2471
H 1.750 -1.651 4.517 -0.01 -0.18 -0.17 0.2316
H 0.023 -0.289 3.529 -0.05 -0.06 -0.21 0.2257
H -2.245 -1.832 2.106 0.57 0.49 -0.33 0.2325
H -1.577 1.177 2.531 -0.04 -0.21 -0.17 0.2138
H -2.798 2.816 1.244 0.12 -0.13 -0.30 0.2286
H -3.938 3.325 -0.936 0.03 -0.18 0.13 0.2497
H -5.082 -0.804 -1.278 0.11 0.10 0.06 0.2465
H -3.869 -1.332 0.843 0.07 0.26 -0.36 0.2280
H -0.596 -3.163 1.219 0.32 -0.18 0.15 0.2263
H 0.892 -5.170 1.097 0.06 0.14 0.13 0.2472
C 2.533 1.316 8.536 0.10 -0.20 0.33 -0.4075
N 1.687 1.734 7.442 -0.05 -0.01 0.04 -0.3895
C 2.015 2.997 6.820 -0.06 0.20 -0.22 -0.4089
C 0.590 1.036 7.053 0.05 -0.17 0.15 0.2262
C 0.133 -0.114 7.764 0.10 0.22 -0.21 -0.3006
C -1.001 -0.780 7.346 -0.58 0.25 -0.66 -0.1123
C -1.765 -0.335 6.219 1.71 0.30 -0.04 -0.1873
C -2.995 -0.963 5.879 -1.95 0.35 -0.83 -0.0346
C -4.046 -0.441 5.123 0.62 -0.42 0.47 -0.1321
C -5.399 -0.990 5.125 -0.93 0.25 -1.07 -0.1948
C -6.200 -0.259 4.239 0.82 -1.09 1.10 -0.2574
C -5.385 0.774 3.649 1.68 -0.18 0.77 -0.2065
C -4.103 0.698 4.207 -1.16 0.71 -0.53 -0.2834
C -1.222 0.744 5.474 -0.06 -0.23 0.51 -0.1590
C -0.103 1.434 5.884 -0.01 -0.13 -0.05 -0.2597
H 2.705 0.233 8.513 0.05 0.25 -0.03 0.2064
H 3.493 1.830 8.425 -0.17 -0.28 0.15 0.2162
H 2.106 1.575 9.517 0.08 -0.05 -0.15 0.2041
H 1.136 3.653 6.764 0.20 -0.05 0.10 0.2074
H 2.784 3.483 7.422 -0.18 0.03 -0.22 0.2213
H 2.393 2.857 5.798 0.05 0.08 0.12 0.1943
H 0.673 -0.452 8.648 -0.24 0.08 -0.27 0.2304
H -1.369 -1.651 7.894 0.18 0.29 -0.06 0.2225
H -3.159 -1.953 6.312 -0.21 0.35 0.24 0.2151
H -5.708 -1.810 5.773 0.02 0.18 -0.33 0.2203
H -7.261 -0.418 4.033 0.45 0.03 0.17 0.2292
H -5.711 1.495 2.902 0.08 -0.14 0.25 0.2191
H -3.330 1.448 4.078 -0.38 -0.16 -0.07 0.1977
H -1.666 1.011 4.526 -0.01 0.05 0.41 0.1981
H 0.265 2.274 5.293 -0.15 -0.36 0.16 0.2154
```
Forces are in eV/Å.